Entry 1:
This record from the OMol25 dataset describes 2 unconnected molecules or ions with the total composition ClH2O2PS. The level of theory is ωB97M-V with the def2-TZVPD basis set.

Last column: Löwdin charge in e.
Atoms and positions in Å:
O  1.498  -0.243  -0.070  -0.318
O  -0.622  1.098  1.294  -0.287
P  0.132  -0.212  -0.731  -0.083
S  -0.071  0.151  -2.559  0.344
Cl  -0.628  -1.958  -0.057  0.330
H  1.206  0.073  0.905  0.136
H  -1.513  1.090  1.218  -0.122

Cartesian forces (eV/Å) of the 3 atoms listed first:
O 1.0 1.7 3.7
O 5.9 -1.6 -2.4
P -2.8 0.1 1.0

The relative energy (zero: lowest compared OMol25 entry of this formula, charge and spin) comes out at 350.89 kJ/mol. Its electronic energy is -36772.88835 eV.

***

Entry 2:
This record from the OMol25 dataset describes a molecular structure, C58H60Cl5FN7O6SiTa. The level of theory is ωB97M-V with the def2-TZVPD basis set.

Last column: Löwdin charge in e.
Atoms and positions in Å:
Ta  0.094  -0.131  0.269  1.979
C  3.933  -4.513  -2.884  -0.073
C  2.703  -4.841  -2.034  -0.183
C  2.433  -3.817  -0.979  -0.148
C  2.945  -3.745  0.285  -0.150
C  3.927  -4.661  0.943  -0.179
C  5.356  -4.112  0.924  -0.077
C  2.365  -2.584  0.883  -0.265
N  1.541  -1.913  0.009  0.003
C  1.609  -2.662  -1.135  -0.274
C  1.236  -2.208  -2.393  0.046
C  1.154  -0.876  -2.672  -0.240
C  1.313  -0.354  -4.001  -0.126
C  1.209  -1.161  -5.255  -0.170
C  -0.241  -1.555  -5.555  -0.068
C  1.533  0.976  -3.861  -0.130
C  1.410  1.258  -2.458  -0.217
C  1.368  2.547  -1.968  0.057
C  1.052  2.843  -0.681  -0.222
N  0.846  1.917  0.315  0.014
C  0.738  2.677  1.455  -0.270
C  0.842  2.200  2.736  0.006
C  1.272  0.920  3.013  -0.241
N  1.417  -0.069  2.071  -0.020
C  2.172  -1.031  2.728  -0.267
C  2.631  -2.186  2.176  0.020
C  2.415  -0.662  4.094  -0.121
C  1.811  0.540  4.287  -0.115
C  1.788  1.387  5.520  -0.181
C  3.035  2.264  5.659  -0.071
C  3.232  -1.451  5.068  -0.177
C  4.738  -1.334  4.817  -0.076
C  0.739  4.089  1.154  -0.139
C  0.963  4.191  -0.176  -0.119
C  1.107  5.420  -1.011  -0.175
C  2.565  5.850  -1.198  -0.076
C  0.590  5.180  2.166  -0.184
C  1.912  5.568  2.834  -0.069
N  1.187  0.132  -1.716  0.023
C  1.713  2.005  -4.931  -0.181
C  0.370  2.598  -5.372  -0.071
H  4.055  -5.232  -3.697  0.074
H  4.840  -4.530  -2.278  0.065
H  3.847  -3.514  -3.319  0.074
H  2.833  -5.816  -1.556  0.112
H  1.826  -4.946  -2.679  0.103
H  3.896  -5.633  0.444  0.109
H  3.623  -4.850  1.977  0.112
H  5.679  -3.902  -0.097  0.067
H  6.057  -4.822  1.367  0.074
H  5.420  -3.175  1.484  0.065
H  1.268  -2.904  -3.221  0.118
H  1.827  -2.061  -5.179  0.108
H  1.619  -0.586  -6.087  0.108
H  -0.674  -2.117  -4.723  0.065
H  -0.304  -2.171  -6.455  0.076
H  -0.863  -0.669  -5.701  0.068
H  1.540  3.365  -2.653  0.116
H  0.748  2.902  3.552  0.118
H  3.246  -2.831  2.790  0.114
H  1.692  0.739  6.394  0.112
H  0.892  2.012  5.521  0.109
H  3.935  1.650  5.743  0.065
H  2.974  2.900  6.545  0.076
H  3.159  2.906  4.785  0.063
H  2.931  -2.502  5.039  0.115
H  3.003  -1.103  6.078  0.109
H  5.006  -1.700  3.823  0.061
H  5.303  -1.908  5.554  0.075
H  5.061  -0.292  4.876  0.069
H  0.536  6.228  -0.549  0.112
H  0.640  5.251  -1.984  0.113
H  3.018  6.125  -0.243  0.063
H  2.638  6.708  -1.868  0.074
H  3.161  5.037  -1.619  0.074
H  -0.138  4.875  2.923  0.096
H  0.160  6.055  1.674  0.113
H  2.361  4.716  3.348  0.056
H  1.760  6.363  3.566  0.077
H  2.634  5.919  2.095  0.066
H  2.218  1.554  -5.788  0.107
H  2.377  2.800  -4.582  0.108
H  -0.260  1.825  -5.819  0.069
H  0.509  3.392  -6.109  0.073
H  -0.175  3.008  -4.518  0.075
C  -3.025  -3.503  0.795  -0.194
Si  -1.525  -3.271  -0.357  0.488
C  -0.321  -4.490  0.446  -0.213
C  -1.768  -4.057  -2.057  -0.151
N  -1.194  -1.464  -0.661  -0.184
C  -2.259  -1.058  -1.574  -0.266
C  -3.546  -1.612  -1.509  -0.090
C  -4.591  -1.304  -2.369  -0.071
C  -4.423  -0.377  -3.378  -0.072
C  -3.188  0.240  -3.472  -0.007
C  -2.168  -0.095  -2.603  -0.232
F  -1.070  0.658  -2.756  0.059
H  -2.779  -4.279  1.524  0.024
H  -3.953  -3.812  0.306  0.044
H  -3.259  -2.592  1.355  0.016
H  -0.135  -5.293  -0.275  0.045
H  -0.837  -4.931  1.303  0.023
H  0.641  -4.151  0.799  -0.012
H  -2.466  -4.898  -1.967  0.046
H  -0.804  -4.472  -2.370  0.016
H  -2.133  -3.403  -2.850  0.026
H  -3.788  -2.310  -0.731  0.049
H  -5.546  -1.796  -2.222  0.113
H  -5.230  -0.119  -4.053  0.108
H  -2.982  1.020  -4.195  0.127
O  -1.627  2.956  -1.307  0.101
C  -2.151  2.032  -0.721  -0.599
O  -1.577  0.993  -0.193  -0.288
C  -3.657  1.969  -0.573  -0.112
C  -4.248  0.969  0.181  0.052
C  -5.621  0.954  0.312  -0.102
C  -6.442  1.886  -0.288  0.093
C  -5.815  2.867  -1.031  -0.104
C  -4.443  2.935  -1.181  0.091
N  -6.657  3.886  -1.693  -0.348
O  -6.093  4.793  -2.271  0.085
O  -7.862  3.754  -1.616  0.082
N  -6.235  -0.117  1.122  -0.331
O  -7.439  -0.090  1.277  0.093
O  -5.496  -0.968  1.582  0.078
H  -3.643  0.222  0.671  0.118
H  -7.514  1.852  -0.179  0.133
H  -3.982  3.721  -1.761  0.137
Cl  -2.164  2.810  2.094  0.848
C  -2.226  1.172  2.690  -0.613
C  -1.362  0.168  2.216  -0.222
C  -1.542  -1.029  2.897  -0.635
Cl  -0.540  -2.349  2.384  0.850
C  -2.459  -1.297  3.909  -0.708
Cl  -2.558  -2.851  4.637  0.704
C  -3.308  -0.279  4.308  -0.719
Cl  -4.478  -0.553  5.533  0.697
C  -3.180  0.966  3.693  -0.702
Cl  -4.238  2.231  4.200  0.682

Cartesian forces (eV/Å) of the 3 atoms listed first:
Ta 0.3 -0.2 0.3
C 0.0 0.0 0.0
C 0.0 0.0 0.0

The relative energy (zero: lowest compared OMol25 entry of this formula, charge and spin) comes out at 0.00 kJ/mol. Its electronic energy is -158595.31134 eV.